<one>
Molecular formula: C12H16N2O
Method: DFT, wB97M-V/def2-TZVPD

Positions of all 31 atoms, in Å:
C1 -2.971 2.199 -1.241
C2 -2.612 2.057 0.201
C3 -1.141 1.886 0.477
C4 -0.515 2.091 1.716
N1 0.807 2.336 1.384
C5 0.923 2.035 0.077
N2 -0.216 1.691 -0.519
H1 -3.562 1.437 -1.739
H2 -2.197 2.615 -1.897
H3 -3.775 2.943 -1.330
H4 -2.915 2.870 0.843
H5 -3.234 1.308 0.748
H6 -0.912 1.946 2.690
H7 1.569 2.240 2.035
H8 1.856 2.197 -0.438
C6 -1.101 -2.843 0.444
C7 0.213 -2.307 0.090
C8 0.486 -1.331 -0.862
C9 1.759 -0.736 -0.982
C10 2.888 -1.402 -0.583
O1 4.153 -0.873 -0.586
C11 2.695 -2.610 0.079
C12 1.440 -2.987 0.444
H9 -1.364 -2.842 1.519
H10 -1.197 -3.918 0.245
H11 -1.891 -2.284 -0.053
H12 -0.225 -0.825 -1.521
H13 1.854 0.141 -1.636
H14 4.161 -0.073 -1.106
H15 3.601 -3.125 0.365
H16 1.424 -3.834 1.134

Results
total charge = 0
spin multiplicity = 1
LUMO energy = 0.7 eV
HOMO level = -8.0 eV
molar mass = 204.3 g/mol
orbital gap = 8.72 eV

***

<two>
Molecular formula: C12H16N2O
Method: DFT, wB97M-V/def2-TZVPD

Positions of all 31 atoms, in Å:
C1 4.101 0.089 -1.322
C2 3.022 -1.006 -1.205
C3 1.759 -0.548 -1.868
C4 0.764 -1.373 -2.283
N1 -0.293 -0.605 -2.804
C5 0.065 0.745 -2.540
N2 1.292 0.734 -1.964
H1 4.205 0.484 -2.370
H2 5.014 0.016 -0.861
H3 3.675 0.968 -0.835
H4 3.258 -1.987 -1.612
H5 2.679 -1.194 -0.152
H6 0.553 -2.493 -2.380
H7 -1.179 -0.991 -3.083
H8 -0.362 1.647 -2.788
C6 -0.065 1.058 3.366
C7 -1.178 0.698 2.450
C8 -2.030 -0.414 2.756
C9 -2.939 -0.963 1.860
C10 -3.094 -0.143 0.735
O1 -4.140 -0.303 -0.027
C11 -2.180 0.777 0.265
C12 -1.170 1.182 1.187
H9 -0.505 1.797 3.983
H10 0.725 1.492 2.736
H11 0.208 0.196 3.928
H12 -1.922 -1.041 3.744
H13 -3.593 -1.972 1.763
H14 -4.043 0.262 -0.820
H15 -2.115 0.987 -0.682
H16 -0.510 1.905 0.824

Results
total charge = 0
spin multiplicity = 1
LUMO energy = 0.5 eV
HOMO level = -8.0 eV
molar mass = 204.3 g/mol
orbital gap = 8.50 eV

***

What should be chosen as the least stable of them? Choose <two>.

***

<one>
Molecular formula: NO5S
Method: DFT, wB97M-V/def2-TZVPD

Positions of all 7 atoms, in Å:
O1 1.067 0.679 1.297
N1 0.029 0.127 0.934
O2 -0.997 0.137 1.624
S1 -0.058 -0.232 -0.896
O3 1.343 -0.757 -1.277
O4 -1.116 -1.203 -0.949
O5 -0.373 1.137 -1.276

Results
total charge = -1
spin multiplicity = 1
LUMO energy = 4.1 eV
HOMO level = -6.1 eV
molar mass = 126.1 g/mol
orbital gap = 10.23 eV

***

<two>
Molecular formula: NO5S
Method: DFT, wB97M-V/def2-TZVPD

Positions of all 7 atoms, in Å:
N1 -1.025 0.610 0.288
O1 -0.680 0.344 1.447
O2 -0.392 0.109 -0.650
O3 -1.989 1.324 0.070
O4 1.145 -2.104 -0.748
O5 2.398 -0.032 -0.443
S1 1.305 -0.868 -0.009

Results
total charge = -1
spin multiplicity = 1
LUMO energy = 4.0 eV
HOMO level = -5.5 eV
molar mass = 126.1 g/mol
orbital gap = 9.47 eV

***

What should be chosen as the least stable of them? Choose <two>.

***

<one>
Molecular formula: C5H9ClN2O2S
Method: DFT, wB97M-V/def2-TZVPD

Positions of all 20 atoms, in Å:
C1 -1.835 -0.464 0.371
C2 -1.623 0.893 -0.276
C3 -1.276 -1.636 -0.478
C4 -0.114 1.350 -0.266
C5 1.861 -0.529 0.485
N1 -0.145 -1.201 -1.365
N2 3.050 0.851 0.559
O1 2.616 1.729 1.215
O2 3.972 0.785 -0.225
S1 0.794 -0.122 -1.045
Cl1 2.834 -1.922 0.212
H1 -1.387 -0.416 1.307
H2 -2.952 -0.573 0.494
H3 -2.055 1.007 -1.312
H4 -2.234 1.663 0.128
H5 -1.111 -2.463 0.314
H6 -2.033 -2.179 -1.159
H7 0.080 1.992 -1.020
H8 0.216 1.809 0.651
H9 1.343 -0.575 1.411

Results
total charge = 0
spin multiplicity = 1
LUMO energy = 0.1 eV
HOMO level = -9.1 eV
molar mass = 196.7 g/mol
orbital gap = 9.28 eV

***

<two>
Molecular formula: C5H9ClN2O2S
Method: DFT, wB97M-V/def2-TZVPD

Positions of all 20 atoms, in Å:
C1 -0.115 -1.468 0.034
C2 0.284 0.984 -0.799
C3 -1.210 -2.119 0.913
C4 0.934 2.321 -0.353
C5 0.042 -0.038 0.153
N1 0.567 -2.253 -0.727
N2 0.108 0.771 -2.047
O1 4.142 1.601 0.582
O2 2.354 -0.127 0.780
S1 3.849 0.223 0.890
Cl1 4.596 -0.794 -0.930
H1 -1.489 -1.315 1.602
H2 -0.830 -2.991 1.455
H3 -2.106 -2.147 0.133
H4 0.448 3.063 -0.845
H5 1.998 2.349 -0.572
H6 0.800 2.561 0.679
H7 0.093 0.179 1.204
H8 1.227 -1.948 -1.382
H9 -0.128 -0.177 -2.208

Results
total charge = 0
spin multiplicity = 1
LUMO energy (alpha / beta) = -4.0 / -3.7 eV
HOMO level (alpha / beta) = -8.8 / -9.0 eV
molar mass = 196.7 g/mol
orbital gap (alpha / beta) = 4.87 / 5.28 eV

***

What should be chosen as the least stable of them? Choose <one>.

***

<one>
Molecular formula: C46H38BrN2O3P2PbS2
Method: DFT, wB97M-V/def2-TZVPD

Positions of all 95 atoms, in Å:
Pb1 -0.911 0.508 1.125
O1 2.468 1.487 2.555
S1 1.312 2.365 -0.193
C1 2.408 1.370 -1.198
C2 3.373 2.019 -1.964
C3 4.330 1.296 -2.649
C4 4.357 -0.090 -2.548
C5 3.399 -0.736 -1.794
C6 2.400 -0.024 -1.124
P1 1.107 -0.970 -0.257
C7 0.636 -2.244 -1.451
C8 0.718 -1.997 -2.820
C9 0.333 -2.971 -3.726
C10 -0.162 -4.186 -3.277
C11 -0.276 -4.425 -1.915
C12 0.121 -3.460 -1.004
C13 1.914 -1.856 1.110
C14 1.806 -1.320 2.391
C15 2.395 -1.946 3.479
C16 3.106 -3.120 3.288
C17 3.233 -3.658 2.013
C18 2.641 -3.033 0.929
C19 0.509 3.427 -1.386
C20 1.140 4.632 -1.686
C21 0.571 5.524 -2.580
C22 -0.651 5.228 -3.164
C23 -1.301 4.051 -2.837
C24 -0.734 3.134 -1.952
P2 -1.694 1.648 -1.502
C25 -1.765 0.621 -2.990
C26 -2.550 -0.532 -2.926
C27 -2.708 -1.330 -4.043
C28 -2.061 -0.999 -5.228
C29 -1.248 0.121 -5.286
C30 -1.102 0.936 -4.170
C31 -3.380 2.297 -1.310
C32 -3.687 2.926 -0.104
C33 -4.946 3.463 0.107
C34 -5.913 3.365 -0.884
C35 -5.617 2.736 -2.084
C36 -4.354 2.204 -2.301
H1 3.381 3.099 -2.010
H2 5.071 1.814 -3.242
H3 5.120 -0.661 -3.059
H4 3.408 -1.818 -1.737
H5 1.101 -1.053 -3.187
H6 0.419 -2.777 -4.786
H7 -0.456 -4.948 -3.987
H8 -0.662 -5.371 -1.560
H9 0.039 -3.657 0.057
H10 1.285 -0.391 2.567
H11 2.292 -1.513 4.466
H12 3.565 -3.616 4.132
H13 3.794 -4.571 1.864
H14 2.734 -3.471 -0.057
H15 2.075 4.872 -1.199
H16 1.074 6.454 -2.806
H17 -1.109 5.922 -3.855
H18 -2.275 3.847 -3.264
H19 -3.060 -0.795 -2.005
H20 -3.328 -2.214 -3.989
H21 -2.188 -1.621 -6.104
H22 -0.738 0.375 -6.205
H23 -0.484 1.823 -4.231
H24 -2.939 3.011 0.678
H25 -5.174 3.949 1.045
H26 -6.899 3.776 -0.718
H27 -6.371 2.659 -2.856
H28 -4.132 1.711 -3.238
S2 -2.398 -1.839 0.841
C37 -2.079 -2.671 2.311
N1 -2.063 -4.009 2.354
C38 -1.836 -4.511 3.707
C39 -1.627 -3.206 4.505
N2 -1.857 -2.166 3.502
H29 -2.356 -4.560 1.568
H30 -0.955 -5.152 3.731
H31 -2.696 -5.081 4.059
H32 -0.628 -3.105 4.919
H33 -2.346 -3.099 5.316
H34 -1.621 -1.180 3.670
Br1 2.154 -0.628 6.833
C40 2.216 0.658 5.454
C41 3.478 1.389 5.417
C42 3.722 2.335 4.505
C43 2.758 2.586 3.428
C44 1.466 1.876 3.510
C45 1.203 0.913 4.604
C46 -0.148 0.220 4.598
O2 -0.418 -0.623 5.442
O3 -0.933 0.556 3.628
H35 4.193 1.177 6.198
H36 4.615 2.941 4.568
H37 2.802 3.539 2.911
H38 0.594 2.342 3.067

Results
total charge = +1
spin multiplicity = 1
LUMO energy = -2.5 eV
HOMO level = -10.5 eV
molar mass = 1080.0 g/mol
orbital gap = 8.04 eV

***

<two>
Molecular formula: C46H38BrN2O3P2PbS2
Method: DFT, wB97M-V/def2-TZVPD

Positions of all 95 atoms, in Å:
Pb1 -0.478 0.554 0.415
O1 -2.076 1.406 3.234
S1 0.301 -1.012 3.122
C1 0.185 -2.800 2.999
C2 0.691 -3.568 4.046
C3 0.475 -4.932 4.081
C4 -0.299 -5.537 3.097
C5 -0.808 -4.775 2.064
C6 -0.544 -3.405 1.974
P1 -1.188 -2.448 0.553
C7 -0.989 -3.532 -0.895
C8 -0.143 -4.635 -0.930
C9 -0.017 -5.381 -2.095
C10 -0.708 -5.019 -3.239
C11 -1.525 -3.894 -3.223
C12 -1.664 -3.157 -2.060
C13 -2.981 -2.449 0.872
C14 -3.477 -1.418 1.669
C15 -4.825 -1.371 1.997
C16 -5.685 -2.351 1.525
C17 -5.197 -3.382 0.733
C18 -3.850 -3.434 0.408
C19 2.057 -0.735 3.285
C20 2.604 -0.702 4.565
C21 3.964 -0.505 4.740
C22 4.785 -0.325 3.635
C23 4.239 -0.318 2.363
C24 2.872 -0.517 2.171
P2 2.180 -0.438 0.485
C25 2.556 -2.057 -0.241
C26 2.339 -2.248 -1.608
C27 2.725 -3.431 -2.212
C28 3.309 -4.442 -1.458
C29 3.482 -4.276 -0.094
C30 3.108 -3.086 0.518
C31 3.301 0.726 -0.354
C32 3.179 2.076 -0.024
C33 4.076 2.999 -0.541
C34 5.084 2.586 -1.402
C35 5.192 1.248 -1.752
C36 4.308 0.316 -1.223
H1 1.239 -3.090 4.847
H2 0.878 -5.518 4.897
H3 -0.508 -6.598 3.142
H4 -1.413 -5.248 1.300
H5 0.419 -4.925 -0.053
H6 0.630 -6.249 -2.104
H7 -0.611 -5.606 -4.143
H8 -2.061 -3.597 -4.115
H9 -2.314 -2.288 -2.055
H10 -2.819 -0.648 2.060
H11 -5.197 -0.564 2.614
H12 -6.738 -2.312 1.773
H13 -5.867 -4.148 0.367
H14 -3.481 -4.239 -0.216
H15 1.955 -0.820 5.422
H16 4.380 -0.484 5.738
H17 5.848 -0.170 3.765
H18 4.879 -0.143 1.507
H19 1.888 -1.460 -2.200
H20 2.564 -3.568 -3.274
H21 3.618 -5.363 -1.935
H22 3.925 -5.066 0.500
H23 3.271 -2.959 1.581
H24 2.390 2.418 0.634
H25 3.989 4.042 -0.262
H26 5.790 3.306 -1.797
H27 5.979 0.922 -2.420
H28 4.418 -0.730 -1.478
S2 0.031 0.672 -2.366
C37 0.870 2.141 -2.662
N1 0.570 3.354 -2.230
C38 1.527 4.357 -2.698
C39 2.434 3.552 -3.653
N2 1.903 2.200 -3.506
H29 -0.002 3.556 -1.411
H30 2.065 4.780 -1.851
H31 1.002 5.158 -3.213
H32 3.481 3.585 -3.356
H33 2.350 3.893 -4.684
H34 2.304 1.373 -3.910
Br1 -3.742 5.006 0.577
C40 -2.982 4.008 1.982
C41 -3.883 3.841 3.117
C42 -3.530 3.152 4.206
C43 -2.261 2.416 4.237
C44 -1.334 2.633 3.100
C45 -1.728 3.514 1.981
C46 -0.716 3.676 0.877
O2 -0.830 4.546 0.021
O3 0.217 2.775 0.867
H35 -4.830 4.359 3.073
H36 -4.161 3.149 5.085
H37 -1.854 2.135 5.201
H38 -0.270 2.512 3.266

Results
total charge = +1
spin multiplicity = 1
LUMO energy = -2.3 eV
HOMO level = -10.5 eV
molar mass = 1080.0 g/mol
orbital gap = 8.12 eV

***

What should be chosen as the least stable of them? Choose <one>.

***

<one>
Molecular formula: C44H37N6O3PRe
Method: DFT, wB97M-V/def2-TZVPD

Positions of all 92 atoms, in Å:
Re1 -0.097 -0.350 -0.090
C1 -5.170 2.782 -2.707
C2 -4.340 1.642 -2.177
C3 -4.723 0.938 -1.037
C4 -3.936 -0.069 -0.507
C5 -2.736 -0.429 -1.107
N1 -1.814 -1.343 -0.532
C6 -2.152 -2.677 -0.391
C7 -3.437 -3.141 -0.725
C8 -3.829 -4.447 -0.540
C9 -2.949 -5.392 -0.023
C10 -3.359 -6.828 0.184
C11 -1.662 -4.970 0.242
C12 -1.243 -3.652 0.052
N2 0.170 -3.397 0.267
C13 1.077 -4.304 0.675
C14 2.331 -3.738 0.635
C15 2.109 -2.447 0.186
N3 0.807 -2.232 -0.028
C16 -2.369 0.269 -2.252
C17 -3.138 1.294 -2.777
N4 -1.138 -0.075 -2.901
C18 -0.927 -0.313 -4.206
C19 0.373 -0.742 -4.356
C20 0.900 -0.747 -3.066
N5 -0.013 -0.336 -2.189
H1 -6.220 2.660 -2.444
H2 -4.833 3.731 -2.286
H3 -5.097 2.857 -3.792
H4 -5.649 1.201 -0.539
H5 -4.233 -0.575 0.403
H6 -4.142 -2.434 -1.136
H7 -4.838 -4.740 -0.808
H8 -4.432 -6.907 0.355
H9 -3.121 -7.438 -0.690
H10 -2.849 -7.267 1.042
H11 -0.967 -5.717 0.595
H12 0.798 -5.299 0.962
H13 3.265 -4.205 0.891
H14 2.806 -1.643 0.023
H15 -2.788 1.831 -3.653
H16 -1.723 -0.182 -4.920
H17 0.869 -1.022 -5.269
H18 1.888 -1.018 -2.731
O1 -1.936 2.694 1.876
C21 -1.139 2.414 1.003
O2 -1.211 1.323 0.292
C22 -0.033 3.383 0.668
C23 -0.336 4.732 0.849
C24 0.576 5.717 0.516
C25 1.819 5.358 0.011
C26 2.140 4.020 -0.143
C27 1.228 3.012 0.182
P1 1.770 1.265 0.033
C28 3.042 1.067 1.338
C29 2.833 0.063 2.282
C30 3.740 -0.143 3.315
C31 4.872 0.650 3.406
C32 5.102 1.643 2.458
C33 4.196 1.849 1.431
C34 2.748 1.304 -1.505
C35 3.912 0.551 -1.623
C36 4.594 0.493 -2.833
C37 4.118 1.194 -3.932
C38 2.954 1.946 -3.821
C39 2.270 1.997 -2.617
H19 -1.309 4.982 1.251
H20 0.320 6.761 0.645
H21 2.540 6.117 -0.265
H22 3.113 3.765 -0.543
H23 1.963 -0.577 2.189
H24 3.565 -0.928 4.041
H25 5.583 0.493 4.207
H26 5.991 2.256 2.520
H27 4.399 2.617 0.697
H28 4.301 0.011 -0.767
H29 5.501 -0.093 -2.912
H30 4.657 1.162 -4.870
H31 2.577 2.492 -4.676
H32 1.356 2.575 -2.542
O3 -0.340 -0.954 1.943
N6 -0.539 -0.325 3.098
C40 -1.269 -0.990 4.014
C41 -1.522 -0.425 5.239
C42 -1.027 0.840 5.530
C43 -0.275 1.494 4.574
C44 -0.037 0.886 3.359
H33 -1.623 -1.956 3.689
H34 -2.114 -0.979 5.953
H35 -1.231 1.305 6.485
H36 0.130 2.481 4.743
H37 0.559 1.324 2.580

Results
total charge = +1
spin multiplicity = 3
LUMO energy (alpha / beta) = -2.3 / -2.7 eV
HOMO level (alpha / beta) = -9.1 / -9.5 eV
molar mass = 915.0 g/mol
orbital gap (alpha / beta) = 6.86 / 6.73 eV

***

<two>
Molecular formula: C44H37N6O3PRe
Method: DFT, wB97M-V/def2-TZVPD

Positions of all 92 atoms, in Å:
Re1 -0.477 -0.108 0.011
C1 1.371 5.396 2.584
C2 0.429 4.290 2.233
C3 -0.107 3.458 3.211
C4 -0.905 2.382 2.878
C5 -1.196 2.095 1.544
N1 -1.833 0.922 1.129
C6 -3.106 0.656 1.471
C7 -3.858 1.571 2.248
C8 -5.127 1.303 2.686
C9 -5.737 0.089 2.369
C10 -7.097 -0.271 2.877
C11 -5.062 -0.770 1.518
C12 -3.781 -0.517 1.028
N2 -3.245 -1.404 0.067
C13 -3.875 -2.516 -0.379
C14 -3.132 -3.064 -1.398
C15 -2.033 -2.224 -1.520
N3 -2.106 -1.225 -0.639
C16 -0.688 2.969 0.562
C17 0.112 4.045 0.904
N4 -0.986 2.707 -0.790
C18 -1.419 3.564 -1.731
C19 -1.681 2.831 -2.869
C20 -1.368 1.517 -2.537
N5 -0.940 1.464 -1.278
H1 1.202 5.749 3.598
H2 2.399 5.036 2.514
H3 1.259 6.228 1.895
H4 0.132 3.642 4.248
H5 -1.265 1.710 3.643
H6 -3.398 2.516 2.491
H7 -5.656 2.037 3.276
H8 -7.302 0.237 3.815
H9 -7.862 0.018 2.155
H10 -7.182 -1.343 3.037
H11 -5.586 -1.666 1.231
H12 -4.789 -2.887 0.030
H13 -3.360 -3.937 -1.971
H14 -1.196 -2.306 -2.185
H15 0.525 4.672 0.127
H16 -1.539 4.609 -1.537
H17 -2.055 3.186 -3.805
H18 -1.422 0.631 -3.140
O1 2.573 0.212 2.755
C21 2.251 0.468 1.607
O2 1.062 0.729 1.221
C22 3.306 0.592 0.528
C23 4.520 1.152 0.908
C24 5.471 1.486 -0.034
C25 5.219 1.238 -1.372
C26 4.044 0.619 -1.749
C27 3.063 0.290 -0.813
P1 1.517 -0.538 -1.392
C28 2.125 -2.202 -1.830
C29 1.627 -3.307 -1.149
C30 2.079 -4.577 -1.464
C31 3.023 -4.754 -2.460
C32 3.513 -3.656 -3.151
C33 3.066 -2.385 -2.840
C34 1.366 0.277 -3.024
C35 0.971 -0.415 -4.164
C36 0.869 0.246 -5.377
C37 1.156 1.598 -5.461
C38 1.498 2.305 -4.319
C39 1.592 1.653 -3.106
H19 4.689 1.336 1.957
H20 6.394 1.951 0.268
H21 5.936 1.530 -2.123
H22 3.873 0.439 -2.797
H23 0.872 -3.173 -0.384
H24 1.692 -5.439 -0.944
H25 3.369 -5.748 -2.702
H26 4.242 -3.798 -3.935
H27 3.425 -1.534 -3.397
H28 0.757 -1.475 -4.108
H29 0.564 -0.297 -6.260
H30 1.110 2.105 -6.412
H31 1.691 3.367 -4.371
H32 1.861 2.205 -2.214
O3 -0.647 -1.892 1.479
N6 0.048 -2.561 2.337
C40 -0.624 -3.320 3.227
C41 0.044 -4.098 4.144
C42 1.434 -4.093 4.161
C43 2.107 -3.322 3.225
C44 1.390 -2.580 2.314
H33 -1.699 -3.271 3.161
H34 -0.518 -4.700 4.842
H35 1.982 -4.676 4.882
H36 3.184 -3.295 3.190
H37 1.851 -1.981 1.544

Results
total charge = +1
spin multiplicity = 3
LUMO energy (alpha / beta) = -2.1 / -3.0 eV
HOMO level (alpha / beta) = -9.2 / -9.5 eV
molar mass = 915.0 g/mol
orbital gap (alpha / beta) = 7.08 / 6.48 eV

***

What should be chosen as the least stable of them? Choose <two>.